Formula: C88H102F6N17O24S6
Source: the Open Molecules 2025 dataset
Level of theory: wB97M-V/def2-TZVPD

```
243
Properties=species:S:1:pos:R:3:forces:R:3
C 27.369 33.700 19.783 -1.853 1.135 1.993
H 16.431 11.450 18.367 0.455 -0.097 -0.232
H 26.363 25.161 21.158 0.941 -1.176 -0.440
N 26.705 24.140 24.777 -2.256 -1.158 0.269
H 22.328 19.227 29.116 -0.790 -0.007 -0.530
C 17.550 27.788 20.640 0.174 -3.169 0.812
C 26.992 32.558 19.122 0.764 -0.968 -1.940
F 17.809 20.049 22.145 0.635 -0.389 0.225
H 27.392 17.611 25.659 -0.332 1.410 -0.195
O 24.225 25.136 28.150 0.872 2.038 -0.822
C 31.223 19.823 18.401 1.536 -0.340 -1.714
C 29.323 20.036 21.636 0.655 -0.722 -0.019
C 25.121 25.481 23.602 -1.141 1.447 -1.164
H 31.001 19.873 32.467 -0.383 0.260 -0.228
H 14.334 5.568 20.219 -0.917 -0.224 -0.459
O 27.314 18.450 25.138 0.608 -1.839 0.096
H 18.757 24.440 20.596 0.276 -0.343 -0.019
C 12.785 6.626 19.048 1.731 1.031 0.408
N 20.203 20.921 22.029 0.594 -1.533 -0.110
S 14.967 27.482 21.214 -2.306 -3.939 -5.073
N 25.205 32.136 20.588 -0.832 0.137 0.339
H 30.376 21.385 33.172 -0.206 -0.426 -1.086
C 31.844 36.905 18.587 0.507 -1.185 -1.330
O 20.847 22.240 26.470 -0.547 -0.456 -0.291
F 21.439 19.588 23.722 -0.046 -0.623 0.816
C 26.611 19.636 30.849 -0.377 0.371 -0.984
F 22.975 21.100 26.098 -0.691 0.068 -0.021
C 29.630 19.729 20.324 -1.172 -0.268 -1.077
H 25.639 30.914 19.017 -0.047 -0.806 -0.122
H 24.951 19.577 20.793 0.261 0.166 0.493
H 28.258 20.409 33.646 0.301 0.217 -0.420
C 33.373 19.651 20.152 -1.312 -0.171 -0.075
O 13.878 28.276 20.662 3.154 -0.160 0.788
C 21.478 25.743 21.098 0.951 -0.526 1.880
C 27.668 19.725 29.942 0.562 1.096 -0.450
H 29.866 32.908 19.253 -0.063 -0.452 0.309
N 27.049 19.690 21.200 -0.801 -0.597 0.205
H 25.434 19.507 22.532 -0.292 -0.328 0.748
H 31.805 34.470 19.024 -0.255 -0.262 -0.169
O 28.056 24.466 22.434 0.870 -1.588 2.143
O 26.842 19.522 27.066 0.420 -0.034 0.723
S 14.782 25.603 16.306 1.235 -1.500 2.312
H 22.842 26.568 22.484 0.301 0.444 -0.151
H 9.565 3.071 19.052 0.073 0.116 0.465
O 27.365 22.392 21.719 0.446 -4.354 0.996
H 9.359 27.493 3.075 -0.781 -1.065 -0.502
O 26.696 29.575 21.836 -0.436 -1.658 -0.975
H 16.923 27.767 18.839 0.123 0.124 -0.403
H 16.607 30.545 25.150 -0.113 0.179 0.440
H 9.440 33.185 12.040 -0.121 0.173 0.525
H 32.443 36.313 17.873 -0.024 0.301 0.486
H 24.092 22.345 23.721 0.097 -0.924 -0.146
H 6.715 31.645 10.373 -0.343 0.217 -0.214
H 31.883 19.257 21.679 0.486 0.093 -0.572
N 23.211 17.408 29.755 1.977 2.537 0.643
C 28.030 19.969 22.079 -2.896 -0.139 0.805
C 24.237 19.618 29.858 -0.974 0.971 -0.517
O 23.685 23.189 29.531 0.392 0.811 -1.152
C 24.055 31.261 21.015 0.823 0.281 -0.747
H 9.955 3.549 20.857 -0.218 -0.604 -1.300
O 27.309 20.598 25.125 0.328 0.116 0.570
C 12.495 4.395 19.871 2.330 -0.284 1.044
C 10.312 3.236 19.833 1.482 0.732 0.925
C 10.216 28.080 3.242 0.810 0.456 1.337
H 7.784 33.816 11.593 0.796 -1.528 0.449
H 17.926 28.406 24.195 0.301 -0.290 -0.246
C 28.874 20.206 30.396 0.611 -0.744 0.735
C 24.358 24.388 23.267 -1.271 -1.836 -0.336
H 27.340 36.421 19.452 0.876 -0.120 -0.772
F 25.244 22.953 27.822 1.027 0.233 -0.644
H 14.681 21.659 26.234 -1.883 -1.499 -0.425
O 22.166 21.249 28.313 -0.602 -0.690 0.320
H 25.689 21.031 21.626 -0.848 0.173 0.160
O 15.295 26.145 20.628 0.479 4.395 1.024
C 15.535 9.217 18.840 0.039 -2.940 0.607
H 10.317 28.805 2.438 0.339 -0.200 -0.077
H 27.846 24.037 26.615 -0.607 -0.472 -0.251
H 34.228 19.674 20.754 1.121 -0.105 0.806
H 7.448 29.441 6.491 0.871 0.658 0.092
C 30.427 20.785 32.226 1.435 0.609 0.297
H 31.552 37.764 18.044 -0.114 1.201 -0.166
C 29.412 36.709 18.870 1.069 0.149 -0.376
C 15.434 22.333 26.395 1.396 1.348 0.694
C 8.474 29.619 6.102 -3.485 -0.409 1.020
N 8.678 32.278 10.368 -1.151 1.540 2.484
C 23.183 18.787 29.563 0.139 -1.593 0.130
C 19.575 24.756 19.946 0.816 0.153 0.424
H 35.617 19.265 18.687 -0.170 -0.628 0.187
O 18.275 27.171 21.332 1.170 0.701 1.423
H 8.064 32.068 12.327 -0.152 0.750 0.198
S 23.977 23.773 28.230 -3.223 -4.313 1.783
C 28.483 34.591 19.442 0.328 -0.381 -1.322
H 10.555 33.054 10.437 0.046 -0.582 -0.454
H 34.922 20.122 17.369 0.158 0.335 -2.279
H 24.525 30.280 21.271 -0.743 0.109 -0.182
C 7.594 31.762 9.766 1.456 -1.013 -1.284
C 25.958 31.768 19.561 0.042 0.456 -0.105
H 18.471 24.605 27.092 -0.132 -0.022 0.140
H 24.202 15.776 30.534 0.306 0.445 0.048
C 15.052 27.948 25.742 -0.093 -0.240 -0.269
H 11.779 8.984 19.475 -0.475 0.479 0.086
C 27.182 19.609 25.886 -0.828 0.032 -1.283
H 26.773 26.159 24.707 0.496 0.478 -0.199
S 18.783 21.237 22.621 -0.787 -1.263 -1.966
C 16.823 20.321 26.945 -1.274 0.955 -0.515
H 30.993 21.347 31.434 -0.692 -0.463 0.857
C 26.554 34.080 20.885 -0.251 -0.626 0.623
C 27.930 23.943 25.527 0.633 2.680 0.103
H 19.697 24.142 19.078 -0.619 -0.078 -0.712
C 21.362 23.425 20.988 0.952 0.726 0.322
C 28.083 20.277 32.576 -0.168 0.350 1.438
H 27.650 20.089 23.160 1.013 0.173 -1.410
H 18.302 26.125 25.194 0.109 -0.479 -0.262
C 15.508 11.599 18.891 0.363 0.661 -0.210
C 16.433 24.491 26.289 -0.848 2.808 0.497
O 20.693 18.373 21.770 -0.336 -1.014 0.087
C 32.551 19.833 17.956 -0.567 -0.200 0.341
C 7.821 31.263 8.506 -0.833 0.677 -0.085
C 30.764 34.780 19.028 1.954 1.840 -0.447
C 12.824 9.075 19.268 0.660 1.124 -0.179
H 17.842 20.202 26.673 0.915 -0.390 0.053
H 28.558 24.794 25.232 0.199 -0.467 -0.065
C 9.883 32.433 9.837 0.635 0.071 -0.570
H 20.940 22.516 20.615 -0.635 -0.081 -0.247
H 12.944 11.239 19.363 0.585 -0.534 -0.089
H 19.466 25.816 19.780 -0.199 -0.014 -0.657
N 16.063 28.501 25.011 -1.131 1.148 -0.324
F 14.267 26.974 22.481 1.127 0.861 2.463
H 21.300 16.578 29.659 -0.628 0.386 0.433
N 9.204 23.979 18.961 -1.195 -0.833 0.894
C 10.837 29.700 4.912 0.737 -0.131 1.443
H 16.623 9.186 18.868 -0.238 0.772 -0.444
H 32.411 37.100 19.478 -0.003 0.189 0.460
C 17.642 22.643 27.150 -0.556 0.394 0.374
O 17.766 27.676 19.321 -2.370 1.797 0.630
H 23.361 31.276 20.174 0.143 -0.557 -0.064
C 26.231 25.312 24.349 1.468 0.660 1.032
C 24.270 16.857 30.389 -0.033 0.620 0.475
S 22.093 22.003 27.102 1.534 0.062 0.057
H 16.309 29.985 23.570 0.269 -0.051 -1.533
C 15.957 29.917 24.555 -0.719 -0.788 1.347
N 33.553 19.853 18.853 0.844 -0.298 -1.085
H 18.513 22.231 27.634 0.034 -0.370 -0.242
H 24.160 20.690 29.589 0.025 -0.719 0.184
S 21.213 19.606 22.191 -1.494 4.388 -0.495
C 25.953 23.051 24.545 -1.151 -0.505 -0.863
O 13.703 25.595 15.336 -1.306 -0.134 -0.922
H 30.494 19.839 17.566 0.156 0.153 1.210
C 29.717 33.966 19.226 -1.091 0.548 0.281
N 30.632 36.126 18.833 -0.807 -0.973 0.530
C 15.306 23.681 26.175 -0.382 -0.641 -0.011
C 25.297 17.690 30.841 -1.204 -0.632 0.103
C 17.330 26.574 25.260 0.213 0.919 -0.473
H 22.533 15.524 29.121 0.110 0.873 -0.569
C 13.533 7.899 19.069 -0.384 -1.130 -0.542
C 25.623 19.945 21.581 1.089 0.440 -0.700
C 9.382 30.499 6.648 -0.382 1.466 1.838
C 24.793 23.144 23.767 0.001 1.466 0.731
C 25.435 33.289 21.217 0.300 0.601 0.638
C 26.824 19.939 32.163 -0.790 0.087 0.600
N 11.236 4.381 19.430 -0.583 0.251 -0.978
H 29.328 37.742 18.592 0.255 0.380 0.134
H 28.341 23.044 25.177 0.678 -1.213 -0.078
N 22.931 23.289 27.092 1.295 2.015 0.695
C 34.942 20.051 18.394 0.259 0.536 1.948
O 18.153 22.299 21.888 1.082 0.650 0.601
H 25.949 19.909 32.836 0.918 -0.020 -0.022
N 20.885 24.634 20.635 -0.460 -0.121 0.650
H 15.729 12.085 19.825 -0.069 -0.137 0.666
H 16.225 19.886 26.152 -0.047 -0.122 -0.140
C 31.028 19.678 19.761 -1.540 -0.064 0.784
H 11.125 27.459 3.453 -0.865 0.620 -0.512
H 26.045 17.327 31.551 -0.102 -0.199 -0.721
C 32.112 19.453 20.623 -1.150 0.605 0.614
H 32.829 19.757 16.898 -0.104 0.436 0.507
F 14.669 24.098 17.376 0.007 1.700 -1.239
H 9.856 5.331 18.215 -0.896 -0.320 -0.163
H 22.087 17.081 28.168 -0.328 -0.743 -0.624
C 13.483 10.287 19.228 -0.800 -0.199 0.035
C 27.249 19.380 19.895 -0.046 1.084 2.399
N 9.892 28.847 4.492 1.365 -0.360 -2.598
C 10.164 31.882 8.614 -1.797 0.876 0.916
H 29.748 20.227 29.743 -0.285 0.400 0.255
H 7.865 28.272 4.563 0.631 -0.007 0.157
C 27.409 23.563 21.876 -0.177 6.900 -3.338
C 23.062 24.437 22.419 0.857 0.414 -0.343
O 16.398 28.355 21.413 -1.633 -0.528 -1.576
H 14.923 12.281 18.310 -0.481 0.346 -0.402
H 26.269 22.082 24.947 0.210 0.382 -0.014
H 22.781 22.329 22.015 0.286 -0.586 0.114
O 9.982 24.495 18.383 1.344 0.868 -0.978
C 10.817 5.415 18.652 0.214 0.726 -0.294
N 14.831 10.332 19.002 -0.716 0.654 0.202
C 13.336 5.520 19.739 -1.446 -1.004 -0.227
C 17.179 27.823 24.702 0.296 -0.884 1.432
C 26.095 28.494 21.529 -2.392 1.666 0.410
H 27.692 27.490 21.655 0.486 -0.004 0.267
H 35.336 20.962 18.859 -0.245 -0.017 -0.318
H 11.137 7.331 17.818 -0.475 1.131 -0.936
C 9.085 31.334 7.898 1.208 -2.354 -1.504
H 12.837 3.445 20.363 -0.337 1.232 -0.343
C 22.501 25.657 22.038 -0.106 0.013 -0.323
H 10.990 2.363 19.961 -0.789 0.467 -0.231
C 10.610 30.496 6.005 1.360 0.700 -0.357
H 24.646 33.491 21.978 1.253 0.290 -0.422
O 22.452 20.102 21.678 0.458 -0.519 -0.232
H 16.522 19.849 27.879 0.234 0.413 0.173
N 16.577 21.802 26.883 1.541 0.445 0.158
H 29.993 20.255 22.440 0.853 0.207 -0.094
N 29.094 20.438 31.725 -0.347 -0.267 -0.749
O 26.606 24.248 20.845 -1.801 0.217 0.307
H 26.341 19.199 19.371 -0.104 -0.201 -0.763
H 6.974 30.947 7.930 -0.200 -0.448 -0.039
H 24.884 26.496 23.220 0.237 -0.773 0.445
O 24.833 28.407 21.212 2.719 -0.212 0.637
H 14.904 30.216 24.611 0.434 0.119 0.012
C 8.677 28.851 5.015 -0.254 -0.275 -0.175
C 22.458 23.326 21.826 0.151 0.131 0.271
H 14.316 26.173 26.699 -1.127 -0.186 0.557
H 11.854 29.604 4.520 -0.622 0.089 -0.296
H 26.858 34.888 21.582 -0.501 -0.384 -0.823
H 28.579 19.251 18.372 0.586 -0.005 0.680
C 28.507 19.442 19.454 2.177 -0.242 -1.430
C 17.587 24.006 26.919 -0.033 -1.501 -1.003
C 15.075 26.623 26.132 0.630 1.979 -0.675
C 28.325 35.975 19.193 -1.695 -1.636 1.789
H 11.453 31.117 6.312 -0.378 -0.108 0.010
H 27.445 32.226 18.157 -0.088 0.428 1.044
C 16.254 25.941 25.914 1.956 -2.571 -0.082
O 18.696 21.159 24.030 -0.058 0.300 1.314
C 14.904 7.975 18.858 1.063 0.413 0.309
H 21.105 26.717 20.884 -0.569 0.237 -0.543
C 22.223 16.590 29.118 -0.460 -0.983 -0.171
H 23.530 31.745 21.818 0.142 0.114 0.577
H 14.268 28.658 25.940 -0.358 -0.241 0.214
C 25.290 19.052 30.493 2.076 -1.664 0.563
H 14.336 24.112 25.896 0.535 -0.463 -0.170
C 8.452 32.893 11.715 -0.481 0.334 -0.929
O 26.756 27.295 21.635 -0.577 0.339 -0.417
H 11.129 32.053 8.274 1.518 -0.122 -0.959
C 11.558 6.566 18.384 0.021 -3.273 2.363
H 27.635 19.617 28.852 -0.740 -0.437 0.187
H 15.516 7.069 18.771 -0.257 0.502 -0.116
```
Positions in Å, forces in eV/Å.

Properties
2S+1 ... 1
LUMO energy ... -10.0 eV
Charge ... +7
Gap between HOMO and LUMO ... 0.024 hartree
HOMO energy ... -0.393 Ha
Max |F| ... 7.7 eV Å⁻¹